A cluster of 2 separate species, C4H12 in total at a distorted geometry, computed with ωB97M-V with the def2-TZVPD basis set.

Last column: Löwdin spin population.
CARTESIAN COORDINATES (ANGSTROEM)
C (-1.7203, 0.5718, -1.8646)  0.117
C (1.5839, -0.0080, 0.6044)  0.214
C (2.1323, -0.4374, 1.9129)  0.089
C (-2.1339, -0.1940, -0.6004)  0.163
H (1.9003, 0.1873, 2.8258)  0.008
H (1.6272, -0.8750, -0.0605)  0.000
H (-2.4455, 0.5739, 0.1042)  0.001
H (-2.7773, -1.0699, -0.7178)  0.025
H (-2.4790, 0.5235, -2.6816)  0.058
H (3.2345, -0.3819, 1.8933)  0.051
H (-1.1500, -0.6796, -0.2714)  0.082
H (2.1717, 0.8479, 0.1616)  0.079
H (0.6942, 0.6711, 0.5760)  0.067
H (-0.9278, 0.0563, -2.4299)  0.030
H (1.7865, -1.4103, 2.2892)  0.012
H (-1.4968, 1.6244, -1.7412)  0.002

Properties
HOMO energy (alpha / beta): -16.82 / -15.06 eV
Energy: -4330.4551 eV
Kohn-Sham gap (alpha / beta): 13.925 / 3.849 eV
Charge: +1
Relative energy (zero: lowest compared OMol25 entry of this formula, charge and spin): 74.9 kJ/mol
Spin multiplicity: 2